DFT (ωB97M-V/def2-TZVPD) results for a structure of composition C28H32O8S2 in a non-equilibrium geometry.

Geometry (Å):
C (2.07083, 2.45191, 6.43403)
C (3.26390, 1.81998, 5.87384)
O (3.16085, 1.99797, 4.41679)
S (2.62849, 3.50493, 4.20948)
O (1.77445, 3.54218, 3.07530)
O (3.68326, 4.41058, 4.33738)
O (1.72893, 3.58969, 5.56581)
H (2.29915, 2.83635, 7.43868)
H (1.18706, 1.86260, 6.39787)
H (3.25325, 0.71881, 6.00006)
H (4.23453, 2.22989, 6.21058)
C (-2.15709, -3.62339, -0.36904)
C (-2.04294, -2.35768, -1.22188)
O (-2.31512, -2.75157, -2.61668)
S (-3.01948, -4.19609, -2.55637)
O (-2.73614, -5.00337, -3.70123)
O (-4.33962, -4.02067, -2.06235)
O (-2.14482, -4.70098, -1.29405)
H (-3.07097, -3.56798, 0.13271)
H (-1.28325, -3.61889, 0.37449)
H (-1.00421, -1.95503, -1.29740)
H (-2.74120, -1.61414, -0.86280)
C (1.74816, 0.74254, -3.48715)
C (1.56624, 0.52005, -4.85522)
C (0.36639, 0.99053, -5.35903)
C (-0.58972, 1.75242, -4.66284)
C (-0.37863, 1.83813, -3.28312)
C (0.80933, 1.40887, -2.73186)
H (2.71617, 0.54406, -3.03265)
H (2.32487, 0.01188, -5.44873)
H (0.23965, 0.98158, -6.43231)
H (-1.43860, 2.14457, -5.22121)
H (-1.11885, 2.23750, -2.68348)
H (0.93187, 1.70739, -1.69727)
C (0.91858, -5.13269, -2.28647)
C (0.85347, -3.97556, -3.05224)
C (1.47043, -2.82393, -2.70461)
C (2.34096, -2.79180, -1.59605)
C (2.37494, -3.92974, -0.79480)
C (1.60121, -5.07102, -1.12313)
H (0.25975, -5.97861, -2.58469)
H (0.22994, -3.95302, -3.89390)
H (1.32334, -2.02783, -3.45746)
H (2.79671, -1.82518, -1.31950)
H (3.02231, -4.04181, 0.06905)
H (1.76417, -5.94543, -0.43554)
C (-2.71584, 4.01033, -0.60543)
C (-2.16371, 3.80963, 0.65139)
C (-0.86773, 4.27203, 0.84629)
C (-0.15845, 4.90474, -0.14801)
C (-0.71174, 5.16869, -1.35987)
C (-1.98204, 4.65892, -1.67229)
H (-3.66446, 3.57933, -0.91421)
H (-2.67946, 3.25398, 1.43623)
H (-0.32126, 4.15666, 1.73693)
H (0.89259, 5.33156, -0.00962)
H (-0.16618, 5.59526, -2.17871)
H (-2.43470, 4.70232, -2.64374)
C (0.31072, -0.47037, 2.53853)
C (-0.81259, 0.17072, 2.04507)
C (-2.07327, -0.36263, 2.25496)
C (-2.23468, -1.57913, 2.83191)
C (-1.12290, -2.30240, 3.28270)
C (0.14114, -1.73580, 3.18971)
H (1.32190, -0.09766, 2.41710)
H (-0.74225, 1.12024, 1.51521)
H (-2.86073, 0.26904, 1.92747)
H (-3.23405, -1.97369, 3.01278)
H (-1.26064, -3.24104, 3.78530)
H (0.97780, -2.17874, 3.64929)

Values from the calculation:
HOMO-LUMO gap, eV: 9.5
HOMO, eV: -9.19
E, eV: -67601.9481
LUMO energy, eV: 0.27
Net charge: 0

=====

DFT (ωB97M-V/def2-TZVPD) results for a structure of composition C24H21N9ReS2.

Geometry (Å):
Re (-0.59116, 0.84836, -0.09243)
N (2.98285, -2.52947, -3.59297)
C (2.26472, -1.42708, -3.43574)
N (1.88776, -0.92358, -2.28901)
C (2.29390, -1.56180, -1.13257)
N (2.15391, -1.07564, 0.05902)
N (1.49985, 0.11334, 0.30493)
C (2.07296, 0.78343, 1.24153)
C (1.45367, 1.99416, 1.74599)
C (2.06653, 2.79527, 2.69297)
C (1.41926, 3.94181, 3.12702)
C (0.17455, 4.25174, 2.59927)
C (-0.39300, 3.40355, 1.66940)
N (0.23111, 2.29105, 1.24527)
C (2.99011, -2.84627, -1.23040)
C (3.33463, -3.61417, -0.11220)
C (4.01333, -4.80070, -0.27284)
C (4.37071, -5.24335, -1.55010)
C (4.04326, -4.50368, -2.66561)
C (3.34977, -3.31036, -2.49473)
H (3.24084, -2.82910, -4.52222)
H (1.97787, -0.91580, -4.34897)
H (3.00983, 0.43151, 1.65884)
H (3.03710, 2.51643, 3.07932)
H (1.87789, 4.58139, 3.86888)
H (-0.36612, 5.13439, 2.90903)
H (-1.37319, 3.59335, 1.25650)
H (3.06122, -3.25832, 0.87035)
H (4.27636, -5.39340, 0.59193)
H (4.90816, -6.17439, -1.66655)
H (4.31536, -4.84147, -3.65770)
N (-0.87979, -0.17548, -1.95330)
C (-1.08253, 0.79839, -3.06229)
C (0.03983, 1.80835, -2.98991)
N (0.09303, 2.36939, -1.60841)
H (-0.01579, -0.70036, -2.14320)
H (-1.66639, -0.81821, -1.90830)
H (-2.05731, 1.26784, -2.93022)
H (-1.07894, 0.28962, -4.02689)
H (-0.08778, 2.59540, -3.73174)
H (0.99196, 1.31187, -3.16259)
H (-0.50871, 3.18862, -1.55324)
H (1.03792, 2.70670, -1.44055)
S (-1.32430, -0.55354, 1.47168)
C (-2.94877, -0.07288, 1.88425)
C (-3.61029, -0.70153, 2.94012)
C (-4.89079, -0.30471, 3.27421)
C (-5.56832, -0.93759, 4.36941)
N (-6.10614, -1.43979, 5.25000)
C (-5.52138, 0.72285, 2.53903)
C (-4.86671, 1.33445, 1.48514)
C (-3.57111, 0.93897, 1.15656)
S (-2.71886, 1.67367, -0.17978)
C (-6.84930, 1.14655, 2.88170)
N (-7.90671, 1.49551, 3.15937)
H (-3.12443, -1.49085, 3.49843)
H (-5.36240, 2.11556, 0.92430)

Values from the calculation:
HOMO-LUMO gap (alpha / beta), eV: 6.0 / 6.6
HOMO (alpha / beta), eV: -13.82 / -14.00
⟨S²⟩: 0.794
E, eV: -62427.7782
Spin multiplicity: 2
LUMO energy (alpha / beta), eV: -7.83 / -7.43
Net charge: +2

=====

DFT (ωB97M-V/def2-TZVPD) results for a cluster of 2 separate species, C2H4IN in total in a non-equilibrium geometry.

Geometry (Å):
C (0.30234, -0.65947, -0.28530)
N (1.53392, -0.80950, -0.32311)
C (0.93557, 0.19136, -1.26836)
H (-0.57057, -0.94335, 0.15704)
H (1.00607, -0.00672, -2.43781)
H (1.14774, 1.15077, -0.93892)
I (-2.10149, -0.23873, 2.40966)
H (-2.25357, 1.31564, 2.68680)

Values from the calculation:
SMILES string: C1=NC1.I
HOMO-LUMO gap, eV: 10.5
HOMO, eV: -10.07
E, eV: -11726.6461
LUMO energy, eV: 0.42
Net charge: 0

=====

DFT (ωB97M-V/def2-TZVPD) results for a structure of composition CH24InLi4O19P2 in a non-equilibrium geometry.

Geometry (Å):
Li (-0.69142, -2.30499, -0.18362)
Li (0.14508, -0.65792, -2.10640)
Li (2.17680, -0.19080, 1.24343)
Li (1.26994, 2.11378, -1.42713)
In (-3.18412, 0.90753, -0.79028)
P (-1.80047, -2.28709, -2.35691)
O (-2.59411, -3.21924, -3.22284)
O (-2.11388, -0.90316, -2.99432)
O (-0.31554, -2.55044, -2.14339)
O (-2.40477, -1.96299, -0.98357)
P (0.11612, 0.56698, 0.17369)
O (-0.27401, 0.96230, -1.27875)
O (1.30555, 1.47444, 0.57005)
O (0.59314, -0.89646, -0.03653)
O (-1.14184, 0.65433, 1.01100)
O (-2.47326, 3.29655, -2.44806)
H (-2.69361, 3.38486, -3.38500)
H (-1.64522, 3.77426, -2.34877)
O (2.63503, -2.54204, -1.91400)
H (2.99101, -2.10027, -1.13931)
H (1.67238, -2.45743, -1.82798)
O (-1.26159, 1.21856, 3.64073)
H (-1.15927, 0.96552, 2.69021)
H (-0.86196, 2.09624, 3.71682)
O (-3.83751, 1.78662, 1.93194)
H (-3.02913, 1.91582, 2.45664)
H (-4.52258, 1.58131, 2.57813)
O (0.00453, 0.23798, -4.33537)
H (-0.27883, -0.31779, -5.07245)
H (-0.81371, 0.40602, -3.85067)
O (-1.24461, -2.52774, 1.70512)
H (-2.18607, -2.30944, 1.65602)
H (-0.95119, -2.13413, 2.53566)
O (3.75565, 1.61603, 1.94431)
H (4.39116, 1.45845, 1.23374)
H (2.93538, 1.90703, 1.51025)
O (2.67595, 0.75187, -2.14084)
H (3.17586, 0.35573, -2.86868)
H (3.07317, 0.39007, -1.34348)
O (-1.70341, 3.52098, 0.54866)
H (-1.00170, 2.98713, 0.95104)
H (-1.26066, 4.12440, -0.05413)
O (0.75913, 3.17852, 2.71843)
H (0.78647, 2.50424, 2.01001)
H (1.10423, 3.99085, 2.33266)
C (1.58823, -3.87953, 2.16934)
O (2.23173, -4.86172, 1.32263)
H (2.19401, -3.70105, 3.05230)
H (1.34983, -2.96061, 1.62491)
H (0.69719, -4.44357, 2.46532)
H (1.81690, -4.91997, 0.45944)

Values from the calculation:
HOMO-LUMO gap, eV: 4.0
HOMO, eV: -12.68
E, eV: -64905.7206
LUMO energy, eV: -8.63
Net charge: +1

=====

DFT (ωB97M-V/def2-TZVPD) results for a structure of composition C21H36I2N4O4P2PdS2.

Geometry (Å):
Pd (0.10728, -0.01006, 0.80927)
I (4.53675, -1.08204, -2.05879)
C (2.73704, -2.09974, -1.87242)
C (2.54353, -3.28458, -2.60567)
C (1.36576, -3.97867, -2.55242)
I (1.16480, -5.71027, -3.69368)
C (0.30762, -3.50084, -1.73791)
C (-0.96515, -4.10778, -1.61593)
C (-1.92319, -3.55505, -0.81676)
C (-1.62179, -2.38502, -0.09969)
N (-0.44834, -1.81447, -0.18736)
C (0.52378, -2.32252, -0.99443)
C (1.75246, -1.55716, -1.05058)
O (1.86397, -0.45274, -0.40268)
H (3.34874, -3.64551, -3.23152)
H (-1.17077, -5.01314, -2.17209)
H (-2.90281, -4.00342, -0.72348)
H (-2.34028, -1.91244, 0.55894)
C (-2.71675, -2.64675, 3.87274)
C (-1.23138, -2.52068, 4.13310)
C (-0.72455, -3.49945, 5.16560)
O (-0.94730, -1.18958, 4.64861)
P (-0.33590, -0.03512, 3.73241)
S (1.34844, -0.62344, 2.85244)
S (-1.67790, 0.62914, 2.40584)
O (0.01565, 1.07375, 4.79994)
C (-0.69665, 1.45151, 6.01355)
C (-0.31819, 0.53032, 7.15411)
C (-2.19060, 1.55980, 5.78557)
H (-2.94007, -3.64752, 3.49724)
H (-3.05292, -1.91110, 3.14357)
H (-3.27555, -2.49195, 4.79857)
H (-0.66341, -2.64009, 3.20785)
H (-1.23594, -3.34218, 6.11805)
H (0.34769, -3.37769, 5.31886)
H (-0.91597, -4.52258, 4.83757)
H (-0.29762, 2.44537, 6.21101)
H (-0.73314, -0.46579, 7.00725)
H (-0.70775, 0.93726, 8.09003)
H (0.76601, 0.45195, 7.23630)
H (-2.63637, 0.58076, 5.60019)
H (-2.41260, 2.21008, 4.94011)
H (-2.65414, 1.98252, 6.67913)
C (2.43113, 2.81220, -1.62166)
N (1.13322, 2.76322, -0.96202)
C (1.20972, 2.88200, 0.49078)
P (-0.28067, 2.25908, -1.60136)
O (-0.93260, 1.12005, -0.86563)
N (0.05823, 1.89982, -3.17627)
C (0.78163, 0.64463, -3.40152)
C (-0.93035, 2.18169, -4.20745)
N (-1.30322, 3.55044, -1.53742)
C (-2.74648, 3.35925, -1.46214)
C (-0.89230, 4.88150, -1.95135)
H (2.93275, 3.74542, -1.34967)
H (2.31279, 2.79177, -2.70099)
H (3.05395, 1.96955, -1.31037)
H (1.65314, 3.84384, 0.76421)
H (1.82976, 2.08836, 0.91714)
H (0.22000, 2.83343, 0.94137)
H (1.52882, 0.49092, -2.62408)
H (1.29785, 0.68870, -4.36274)
H (0.10267, -0.21489, -3.40189)
H (-1.41201, 3.13931, -4.03418)
H (-1.70335, 1.40522, -4.25913)
H (-0.43344, 2.22818, -5.17783)
H (-2.97172, 2.35295, -1.12084)
H (-3.22604, 3.52762, -2.43364)
H (-3.17222, 4.06822, -0.74773)
H (0.19333, 4.95358, -1.97628)
H (-1.27051, 5.62224, -1.24223)
H (-1.28319, 5.13754, -2.94352)

Values from the calculation:
HOMO-LUMO gap (alpha / beta), eV: 7.3 / 6.8
HOMO (alpha / beta), eV: -7.20 / -7.27
⟨S²⟩: 2.006
E, eV: -96446.4246
Spin multiplicity: 3
LUMO energy (alpha / beta), eV: 0.09 / -0.45
Net charge: 0

=====

DFT (ωB97M-V/def2-TZVPD) results for the ion C4H6IN2O3S with charge -1 in a non-equilibrium geometry.

Geometry (Å):
N (0.47053, -1.95134, 0.28528)
N (0.88563, -0.83486, -0.45658)
C (0.33884, 0.43648, 0.08904)
S (1.44441, 0.87777, 1.57294)
C (-1.14321, 0.33650, 0.68524)
C (-2.28808, -0.00291, -0.37716)
O (-3.46027, 0.39560, -0.09302)
I (-2.05908, -1.11478, -2.22561)
C (0.53593, 1.65634, -0.97864)
O (-0.03094, 1.63836, -2.11940)
O (1.38768, 2.70858, -0.61882)
H (0.68937, -2.77985, -0.30174)
H (1.09034, -2.02293, 1.12131)
H (1.90720, -0.78846, -0.56666)
H (2.74537, 0.43916, 1.27455)
H (-1.40186, 1.37832, 1.11855)
H (-1.11185, -0.37199, 1.59069)

Values from the calculation:
SMILES string: NN[C@](S)(CC(=O)I)C(=O)[O-]
HOMO-LUMO gap, eV: 6.7
HOMO, eV: -4.05
E, eV: -32302.6218
LUMO energy, eV: 2.62
Net charge: -1

=====

Which of these has the lowest E?
C21H36I2N4O4P2PdS2

=====

Among the records above, which one has the lowest net charge?
C4H6IN2O3S

=====

Number 1 is which compound?
C28H32O8S2

=====

Which value of E does entry 1 give?
-67601.9481 eV